This record from the OMol25 dataset describes a molecular structure, C16H21InNO8. The level of theory is ωB97M-V with the def2-TZVPD basis set.

Geometry (Å):
In  -3.211  2.297  -4.070
C  -0.771  3.742  -8.705
O  -0.359  4.700  -9.336
O  -0.222  3.058  -7.849
O  -1.919  3.902  -8.447
C  -4.573  -2.487  1.695
C  -4.888  -2.294  2.955
C  -5.506  -1.037  3.565
O  -5.878  -0.939  4.804
C  -5.760  0.029  2.852
C  -5.354  0.042  1.457
C  -4.708  -1.318  0.873
O  -4.423  -1.326  -0.292
O  -5.330  1.040  0.707
O  -4.863  -3.436  3.642
H  -4.267  -3.439  1.287
H  -6.166  0.923  3.301
C  3.856  -1.015  -0.758
C  2.286  -1.059  -0.570
C  2.031  -1.983  0.568
C  2.696  -1.378  1.809
C  2.012  -0.053  2.133
C  1.966  0.949  0.978
N  1.660  0.308  -0.315
O  1.571  1.174  -1.366
C  0.678  1.818  1.283
C  3.197  1.962  1.017
C  1.640  -1.740  -1.797
H  4.120  -2.060  -0.920
H  4.545  -0.551  -0.053
H  4.178  -0.590  -1.709
H  1.015  -2.032  0.959
H  2.417  -3.002  0.540
H  3.751  -1.104  1.820
H  2.587  -2.027  2.677
H  2.670  0.272  2.939
H  1.041  -0.247  2.588
H  0.763  2.221  2.292
H  0.642  2.663  0.597
H  -0.297  1.342  1.386
H  4.112  1.421  0.774
H  3.085  2.827  0.364
H  3.283  2.376  2.022
H  1.711  -1.060  -2.646
H  0.558  -1.723  -1.670
H  1.991  -2.760  -1.957
H  2.432  1.594  -1.421

Forces on the atoms, in the same order (eV/Å):
In 0.106 -0.103 0.027
C 2.911 2.120 2.799
O 2.901 1.419 -3.559
O 3.012 -3.224 0.648
O -8.984 -0.398 0.410
C 0.603 2.513 -3.933
C -1.490 -5.294 6.284
C -0.540 -2.532 5.881
O 1.300 -1.614 -1.928
C 0.080 3.507 -5.454
C 0.947 0.649 -0.088
C -0.919 0.263 0.928
O 0.656 0.351 -2.525
O -0.352 -1.239 0.814
O -0.133 3.508 -0.362
H 0.046 0.098 0.096
H -0.080 -0.044 -0.001
C -0.256 -0.432 -1.442
C 0.879 0.769 -1.459
C 0.834 0.398 3.425
C -0.325 0.501 0.715
C 0.980 -0.960 0.455
C -2.015 1.866 0.308
N 0.066 -3.219 2.104
O 0.259 0.274 -0.621
C 0.896 0.651 0.606
C -0.674 -1.164 -0.091
C -0.557 1.791 -0.047
H 0.371 -0.159 0.431
H -0.634 -0.211 0.478
H -0.503 0.403 -0.325
H -0.498 -0.097 -0.959
H -0.058 -0.003 -1.124
H 0.254 -0.667 -0.793
H -0.158 -0.166 0.025
H -0.388 0.992 0.120
H -0.213 0.184 -0.358
H 0.486 0.391 0.131
H -0.271 -0.055 -0.049
H 0.254 -0.674 -0.839
H 0.152 0.188 0.014
H -0.119 -0.157 -0.268
H -0.030 -0.183 0.040
H 0.674 -0.432 -0.458
H -0.106 -0.459 0.497
H 0.139 0.282 -0.133
H 0.497 0.368 -0.417

The net charge is -1. Its spin multiplicity is 1. For the HOMO-LUMO gap, the calculation gives 1.155 eV.

This record from the OMol25 dataset describes a molecular structure, C17H39N5O2P2Tc. The level of theory is ωB97M-V with the def2-TZVPD basis set.

Geometry (Å):
C  -0.729  2.646  -2.737
C  -0.326  1.546  -3.695
N  -0.180  0.335  -3.097
C  0.064  -0.834  -3.832
C  0.168  -0.679  -5.264
C  0.044  0.562  -5.853
C  -0.210  1.723  -5.066
C  0.177  -2.039  -3.135
P  0.033  -1.956  -1.363
H  -0.328  2.711  -5.519
H  0.360  -1.570  -5.870
H  0.141  0.657  -6.941
C  1.332  2.902  -1.471
C  -0.811  3.258  -0.378
H  0.354  -2.977  -3.672
H  -1.820  2.594  -2.569
H  -0.500  3.648  -3.150
C  1.484  -2.812  -0.600
C  -1.337  -3.115  -0.857
H  1.386  -2.801  0.499
H  1.558  -3.855  -0.954
H  2.393  -2.259  -0.885
H  -1.425  -3.144  0.244
H  -2.290  -2.761  -1.287
H  -1.147  -4.136  -1.232
H  -0.827  4.336  -0.644
H  -1.842  2.882  -0.303
H  -0.310  3.131  0.593
H  1.393  3.986  -1.704
H  1.820  2.697  -0.508
H  1.840  2.325  -2.258
Tc  -0.167  0.275  -1.005
H  1.415  0.213  -0.975
O  -2.503  0.448  -1.349
H  -2.830  -0.243  -0.744
H  -2.467  0.010  -2.224
N  -0.085  2.469  -1.398
C  -0.597  -2.868  3.027
N  -1.007  -1.805  2.108
C  -2.423  -1.476  2.295
P  0.115  -0.365  2.118
O  -0.228  0.509  0.861
N  -0.179  0.762  3.548
C  0.789  1.875  3.523
C  -1.522  1.367  3.492
N  1.865  -0.921  2.104
C  2.337  -1.286  3.454
C  2.796  0.024  1.468
H  -1.289  -3.734  2.944
H  -0.600  -2.508  4.078
H  0.403  -3.251  2.738
H  -2.670  -1.361  3.370
H  -2.703  -0.575  1.712
H  -3.048  -2.317  1.927
H  0.728  2.446  2.573
H  0.605  2.573  4.368
H  1.821  1.526  3.667
H  -1.745  1.786  2.490
H  -2.296  0.652  3.794
H  -1.623  2.185  4.239
H  3.258  -1.901  3.369
H  2.581  -0.404  4.073
H  1.600  -1.881  4.016
H  2.904  -0.230  0.404
H  2.476  1.078  1.568
H  3.828  -0.077  1.873

Forces on the atoms, in the same order (eV/Å):
C -0.088 0.505 0.178
C -0.067 -0.656 0.737
N 0.168 -0.362 -0.813
C -0.112 1.622 -1.160
C 0.049 -0.726 0.906
C -0.139 1.044 0.121
C 0.158 -1.048 -0.608
C 0.156 -0.280 -0.543
P -0.036 -2.108 1.414
H 0.063 -0.402 0.159
H -0.088 0.360 0.209
H -0.048 -0.037 0.475
C 0.120 0.369 -0.157
C -0.191 0.225 -0.122
H -0.061 0.371 0.170
H 0.364 0.029 -0.215
H -0.091 -0.442 0.149
C 0.005 -0.003 -0.508
C -0.039 0.047 -0.504
H -0.046 -0.001 -0.550
H -0.014 0.433 0.169
H -0.248 -0.286 0.127
H 0.194 0.068 -0.642
H 0.295 -0.218 0.164
H -0.076 0.436 0.145
H 0.014 -0.533 0.187
H 0.291 0.200 -0.032
H -0.099 0.123 -0.343
H 0.020 -0.514 0.136
H -0.121 0.115 -0.355
H -0.090 0.262 0.312
Tc -0.330 0.899 -3.456
H 0.512 0.020 -0.111
O 0.117 -0.652 0.057
H -0.231 0.320 -0.417
H -0.392 0.270 0.387
N 0.093 -0.012 -0.346
C 0.626 -0.885 0.480
N 2.348 2.955 0.385
C -0.859 0.166 -0.075
P 0.819 -3.338 -2.480
O 0.307 -0.821 6.408
N -0.410 2.350 -2.391
C 1.303 -0.066 1.581
C -1.072 -0.117 1.697
N -3.365 1.337 1.167
C 0.150 -0.500 0.894
C 0.772 0.399 -1.088
H 0.241 0.701 -0.025
H -0.022 -0.469 -0.451
H -0.521 0.268 0.274
H -0.001 0.066 -0.566
H 0.125 -0.445 0.431
H 0.527 0.362 0.094
H -0.275 -0.339 0.270
H -0.244 -0.376 -0.558
H -0.405 -0.060 -0.275
H 0.291 -0.293 0.258
H 0.283 -0.015 -0.445
H 0.498 -0.336 -0.565
H -0.564 0.378 -0.105
H 0.036 -0.271 -0.270
H 0.258 0.165 -0.339
H -0.278 0.274 0.336
H 0.308 -0.461 -0.166
H -0.890 -0.062 0.207

The net charge is +3. Its spin multiplicity is 5. For the HOMO-LUMO gap (spin up / spin down), the calculation gives 8.030 / 2.984 eV. As for the expectation value of S²: 6.048.

This record from the OMol25 dataset describes a molecular structure, C35H30AsCuN2O4PS. The level of theory is ωB97M-V with the def2-TZVPD basis set.

Geometry (Å):
Cu  2.055  0.032  -2.427
O  5.893  -0.466  -2.785
C  4.670  -0.478  -2.733
O  3.961  0.371  -2.079
C  3.884  -1.595  -3.502
O  4.508  -2.485  -4.062
O  2.598  -1.514  -3.481
N  -0.651  0.174  -4.101
C  0.096  1.296  -4.208
N  1.215  1.469  -3.601
C  1.773  2.694  -3.825
C  2.987  3.129  -3.308
C  3.401  4.412  -3.602
C  2.629  5.250  -4.402
C  1.428  4.821  -4.943
C  1.007  3.538  -4.652
S  -0.451  2.709  -5.156
H  -0.103  -0.621  -3.781
H  -1.329  -0.004  -4.824
H  3.570  2.445  -2.705
H  4.338  4.772  -3.202
H  2.968  6.255  -4.605
H  0.835  5.469  -5.569
C  -0.668  -1.117  -0.276
C  -1.058  -1.622  1.102
As  -2.776  -2.634  1.058
C  -4.050  -1.198  0.654
C  -5.169  -1.530  -0.106
C  -6.132  -0.586  -0.412
C  -5.982  0.720  0.030
C  -4.874  1.066  0.787
C  -3.922  0.113  1.100
C  -2.987  -2.664  3.009
C  -2.048  -3.378  3.751
C  -2.148  -3.469  5.126
C  -3.200  -2.854  5.786
C  -4.148  -2.153  5.059
C  -4.044  -2.066  3.682
P  1.016  -0.334  -0.478
C  2.081  -1.442  0.512
C  2.063  -1.459  1.905
C  2.903  -2.313  2.595
C  3.797  -3.117  1.906
C  3.841  -3.082  0.522
C  2.970  -2.262  -0.173
C  1.017  1.130  0.592
C  2.275  1.719  0.752
C  2.416  2.870  1.497
C  1.302  3.454  2.087
C  0.047  2.904  1.890
C  -0.101  1.756  1.133
H  -1.391  -0.384  -0.656
H  -0.659  -1.955  -0.985
H  -1.122  -0.810  1.829
H  -0.301  -2.322  1.465
H  -5.278  -2.551  -0.455
H  -6.999  -0.862  -0.997
H  -6.728  1.463  -0.210
H  -4.754  2.083  1.135
H  -3.074  0.389  1.712
H  -1.227  -3.865  3.238
H  -1.408  -4.024  5.687
H  -3.282  -2.923  6.860
H  -4.974  -1.674  5.568
H  -4.795  -1.521  3.123
H  1.399  -0.800  2.448
H  2.863  -2.345  3.676
H  4.467  -3.763  2.454
H  4.556  -3.683  -0.019
H  2.990  -2.240  -1.253
H  3.126  1.264  0.261
H  3.390  3.324  1.616
H  1.410  4.346  2.687
H  -0.826  3.375  2.325
H  -1.088  1.353  0.960

Forces on the atoms, in the same order (eV/Å):
Cu -1.014 0.164 0.808
O -0.126 -0.091 -0.050
C 0.834 0.217 0.113
O 0.118 0.277 0.214
C -0.030 -0.615 -0.495
O 0.112 0.042 0.062
O -0.018 -0.299 -0.249
N -0.135 -0.305 -0.030
C -0.071 0.996 -0.397
N -0.184 -0.848 0.149
C -0.117 0.976 -0.472
C -0.059 -0.110 0.056
C -0.008 0.061 0.006
C -0.031 0.137 -0.086
C 0.013 0.054 -0.001
C 0.086 -0.261 0.201
S 0.282 -0.422 0.348
H -0.077 -0.035 -0.046
H 0.118 -0.049 0.062
H 0.096 -0.086 0.071
H 0.055 0.004 0.007
H 0.043 0.087 -0.046
H -0.046 0.116 -0.078
C 0.209 0.140 -0.110
C -0.236 -0.014 -0.065
As 0.272 0.255 0.196
C 0.001 -0.080 -0.038
C 0.225 -0.348 0.017
C -0.150 0.191 -0.031
C -0.081 -0.061 -0.042
C -0.050 0.161 0.008
C 0.265 -0.087 0.093
C -0.087 -0.131 -0.020
C 0.114 -0.002 -0.315
C 0.040 -0.041 0.144
C -0.041 0.033 0.062
C -0.016 -0.040 0.205
C -0.101 0.120 -0.312
P -0.033 -0.356 -0.314
C -0.071 0.065 -0.057
C 0.008 -0.045 -0.062
C -0.036 0.027 0.198
C 0.074 -0.067 -0.027
C 0.042 -0.157 0.151
C -0.066 0.069 -0.080
C -0.094 0.227 -0.071
C -0.107 -0.129 -0.041
C 0.002 0.120 0.114
C -0.078 0.050 0.020
C -0.031 0.246 0.147
C 0.182 -0.281 -0.118
H 0.011 -0.099 -0.033
H -0.005 0.177 0.005
H -0.040 -0.068 0.027
H -0.175 -0.007 0.016
H -0.036 0.047 -0.023
H -0.010 -0.023 -0.028
H -0.050 0.058 -0.026
H 0.019 0.031 0.021
H 0.065 0.034 0.040
H 0.048 -0.037 0.049
H 0.041 -0.016 0.007
H -0.003 -0.004 0.093
H -0.046 0.023 0.017
H -0.011 0.015 0.039
H -0.032 0.045 0.041
H 0.050 0.024 0.062
H 0.083 -0.069 0.042
H 0.033 -0.056 -0.063
H -0.019 0.025 -0.106
H 0.153 -0.011 -0.040
H 0.067 -0.012 0.005
H 0.017 0.094 0.030
H -0.031 0.036 0.024
H -0.126 -0.081 0.004

The net charge is -1. Its spin multiplicity is 1. For the HOMO-LUMO gap, the calculation gives 6.270 eV.

Values for energy relative to the best compared isomer or geometry (same formula, charge and spin), kcal per mole, ordered as above
147.3, 31.0, 18.9